# 1
Density functional theory data (the ωB97M-V functional and the def2-TZVPD basis) for 12 unconnected molecules or ions with the total composition C3H30O12 in a non-equilibrium geometry.

Results
* strongest force on any atom: 0.038 hartree/bohr
* total charge: 0
* 2S+1: 1

Geometry (Å):
1 O -4.140 0.903 0.785
2 H -3.423 0.579 0.235
3 H -4.563 1.637 0.332
4 H -3.778 1.150 1.638
5 C 1.930 -0.639 -0.538
6 C 0.586 -1.067 0.082
7 C 0.643 -0.717 1.579
8 O -0.547 -0.666 -0.585
9 H 1.879 -0.803 -1.614
10 H 2.703 -1.328 -0.198
11 H 2.192 0.392 -0.302
12 H 0.601 -2.150 0.202
13 H -0.273 -1.020 2.086
14 H 0.784 0.357 1.703
15 H 1.527 -1.087 2.099
16 O -1.200 3.400 -0.337
17 H -1.780 3.842 -0.957
18 H -1.061 2.531 -0.715
19 O -0.128 4.581 3.015
20 H -0.439 4.238 2.177
21 H -0.072 3.812 3.583
22 O -3.498 -4.396 0.914
23 H -3.528 -5.230 0.445
24 H -2.565 -4.198 0.992
25 O 2.837 4.842 0.429
26 H 3.673 5.005 0.866
27 H 2.191 5.297 0.968
28 O -3.697 1.881 -2.843
29 H -2.916 1.337 -2.949
30 H -4.426 1.293 -3.040
31 O -3.441 1.495 4.387
32 H -2.776 1.889 4.951
33 H -3.979 0.971 4.980
34 O 4.190 -2.279 -5.544
35 H 4.973 -2.229 -4.996
36 H 3.848 -1.385 -5.556
37 O -1.682 -2.839 -3.918
38 H -1.342 -2.113 -3.395
39 H -2.028 -3.457 -3.274
40 O 3.591 -6.201 -1.466
41 H 2.914 -6.332 -0.802
42 H 3.670 -5.250 -1.544
43 O 4.395 1.046 2.221
44 H 4.534 1.993 2.225
45 H 3.619 0.919 1.675

# 2
Density functional theory data (the ωB97M-V functional and the def2-TZVPD basis) for a single H2NO2P molecule in a non-equilibrium geometry.

Results
* strongest force on any atom: 0.037 hartree/bohr
* total charge: 0
* 2S+1: 1
* SMILES: O=NOP

Geometry (Å):
1 N -1.248 0.158 0.755
2 O -2.080 0.998 0.680
3 O -0.570 0.029 -0.424
4 P 0.873 -0.874 -0.140
5 H 1.372 -0.574 -1.416
6 H 1.652 0.264 0.545

# 3
Density functional theory data (the ωB97M-V functional and the def2-TZVPD basis) for a molecular structure, C4H9NO2 in a non-equilibrium geometry.

Results
* strongest force on any atom: 0.056 hartree/bohr
* total charge: 0
* 2S+1: 1

Geometry (Å):
1 C -1.411 -1.181 1.673
2 N -0.280 -0.746 0.871
3 C 0.135 0.460 1.027
4 O 1.115 1.048 0.368
5 C 1.544 0.500 -0.900
6 C 0.385 0.698 -1.872
7 O -0.778 0.241 -1.252
8 H -2.365 -0.929 1.186
9 H -1.368 -2.265 1.798
10 H -1.383 -0.717 2.663
11 H -0.267 1.124 1.789
12 H 2.460 1.044 -1.152
13 H 1.770 -0.564 -0.773
14 H 0.337 1.772 -2.154
15 H 0.627 0.155 -2.803
16 H -0.520 -0.641 -0.470

# 4
Density functional theory data (the ωB97M-V functional and the def2-TZVPD basis) for a single C19H23NO3S molecule in a non-equilibrium geometry.

Results
* strongest force on any atom: 0.139 hartree/bohr
* total charge: 0
* 2S+1: 1

Geometry (Å):
1 O -2.097 -1.076 5.824
2 O -1.165 -0.104 3.879
3 O -2.484 -2.106 3.642
4 C 0.620 -1.264 -0.892
5 C -0.864 4.820 -2.658
6 C -0.856 1.483 0.852
7 C -0.320 3.890 -3.576
8 C -0.376 0.571 -0.081
9 C -0.910 4.560 -1.274
10 C -0.920 2.893 0.475
11 C -0.032 2.573 -3.163
12 C -0.113 0.880 -1.451
13 C -0.635 3.279 -0.864
14 C -0.263 2.252 -1.827
15 N -0.002 -0.700 0.147
16 C 1.087 -2.714 -1.074
17 C 1.859 -0.072 -2.583
18 C -0.521 -0.908 -3.250
19 C -0.213 -1.440 1.448
20 C 1.020 -1.618 2.286
21 C 0.869 -2.615 3.353
22 C 0.433 -0.366 -2.097
23 C 0.020 -2.455 4.570
24 S -1.471 -1.334 4.505
25 H -1.266 5.713 -3.049
26 H -0.972 1.276 1.964
27 H -0.211 4.069 -4.661
28 H -1.295 5.216 -0.525
29 H -1.050 3.717 1.206
30 H 0.333 1.846 -3.871
31 H 0.765 -3.228 -0.134
32 H 2.190 -2.813 -1.229
33 H 0.521 -3.274 -1.914
34 H 2.372 -1.102 -2.831
35 H 2.430 0.344 -1.742
36 H 1.895 0.464 -3.474
37 H 0.030 -1.606 -3.861
38 H -1.395 -1.356 -2.824
39 H -0.924 -0.152 -3.921
40 H -0.999 -0.869 1.993
41 H -0.662 -2.449 1.294
42 H 1.195 -0.567 2.686
43 H 1.802 -1.832 1.520
44 H 0.565 -3.661 2.949
45 H 1.946 -2.747 3.722
46 H 0.472 -2.111 5.493
47 H -0.403 -3.308 5.017

Across the entries above, highest occupied orbital energy takes the values -6.40, -10.30, -8.85, -7.47 eV, respectively.
Across the entries above, HOMO-LUMO gap takes the values 0.1747, 0.3821, 0.3632, 0.2141 hartree, respectively.
Across the entries above, relative energy (zero: lowest compared OMol25 entry of this formula, charge and spin) takes the values 6.405, 3.837, 3.120, 4.246 eV, respectively.